No. 1
A 3-piece molecular cluster, C6H10O overall. Source: the OMol25 dataset; level of theory: ωB97M-V with the def2-TZVPD basis set.

```
17
Properties=species:S:1:pos:R:3:forces:R:3
O 1.6900 -1.2970 1.4714 -0.1324 -0.2235 0.0541
C 1.5398 -0.9852 0.1569 0.1777 0.0511 -0.3405
C 0.7945 -1.6009 -0.7529 0.2980 -0.2520 0.0385
C -1.7927 -0.4208 0.5273 -0.2177 0.0501 -0.0136
C -2.2425 0.8211 0.4290 -0.1510 -0.1655 0.1488
C 0.3823 1.9835 -0.6558 0.6110 0.7525 -0.0445
C 1.5518 2.0075 -0.9219 -0.4524 0.6311 0.0359
H 0.9667 -1.8777 1.7410 0.2066 -0.1030 -0.0623
H 2.1371 -0.1262 -0.1138 -0.1771 -0.0114 0.2519
H 0.3709 -2.5896 -0.5856 -0.2988 0.3300 0.0894
H 0.6767 -1.1267 -1.7213 0.1607 -0.2566 0.0602
H -1.1755 -0.7405 1.3627 -0.3213 -0.0024 0.0080
H -2.0155 -1.1559 -0.2406 0.2327 0.1151 0.0566
H -2.7380 1.1663 -0.4753 -0.2131 -0.0869 0.2336
H -2.1007 1.5452 1.2297 0.1121 -0.0694 -0.1936
H -0.6159 2.1574 -0.3357 0.0488 -0.3768 -0.1975
H 2.5710 2.2395 -1.1152 0.1162 -0.3826 -0.1250
```
Forces are in eV/Å.

orbital gap = 9.790 eV

Mulliken atomic charge list, values in e, 2 entries: O -0.514; C 0.146



No. 2
C5H13NO2 as an isolated structure. Source: the OMol25 dataset; level of theory: ωB97M-V with the def2-TZVPD basis set.

```
21
Properties=species:S:1:pos:R:3:forces:R:3
C -0.0072 -1.5034 -0.8036 -0.5764 1.3597 0.1635
C 1.6769 1.9895 0.9762 -0.1763 0.1847 0.0332
C 1.0221 -1.7376 0.2062 0.7218 0.7736 0.3676
O 1.5691 1.0197 -0.0235 -2.1932 -0.0707 -0.7095
O -1.0770 -2.2961 -0.9354 -0.0239 0.0965 0.0334
H -1.3468 -2.6486 -0.0743 0.1190 0.0258 -0.0866
H 0.3079 -1.1126 -1.7654 -0.0407 -0.0114 0.0593
H 2.2932 1.6309 1.8157 -0.0769 0.0197 -0.0775
H 0.6892 2.2679 1.3846 0.1540 -0.0003 0.0366
H 2.1417 2.9084 0.5868 -0.0741 -0.1033 0.0731
H 1.4572 -0.7192 0.4361 -0.3729 -0.8610 0.0608
H 0.6480 -2.2391 1.0984 0.0178 -0.0775 -0.0284
H 1.8672 -2.2743 -0.2348 -0.1634 -0.2883 0.0304
C -1.9684 0.7889 -1.1043 -0.0678 0.0534 -0.1301
C -0.9975 0.2931 -0.0750 -0.4691 -1.1653 -0.4762
N -1.3565 0.2271 1.1416 0.2352 0.3416 0.1004
H -0.5947 -0.0928 1.7458 0.0716 -0.1744 -0.0677
H 0.2919 0.7458 -0.2480 2.8719 -0.1353 0.5782
H -1.5552 1.6742 -1.5926 -0.0390 0.0068 -0.0134
H -2.1327 0.0403 -1.8824 0.0566 -0.0143 0.0176
H -2.9283 1.0380 -0.6520 0.0257 0.0400 0.0353
```
Forces are in eV/Å.

orbital gap = 7.726 eV

Mulliken atomic charge list, values in e, 2 entries: C -0.014; C -0.647



No. 3
C25H31GdN3OP2 as an isolated structure. Source: the OMol25 dataset; level of theory: ωB97M-V with the def2-TZVPD basis set.

```
63
Properties=species:S:1:pos:R:3:forces:R:3
C -4.0057 -2.1996 1.4810 1.3258 -0.6523 -0.9625
C -3.1063 -2.0810 0.4099 -0.8390 -1.0968 -0.1604
C -3.3935 -1.1401 -0.6434 -0.3277 1.5035 -0.1401
C -4.1018 0.0494 -0.1994 0.1324 -0.1670 -1.5511
C -4.8107 0.0232 1.0423 0.2459 0.2999 0.5275
C -4.8301 -1.1160 1.8182 -0.9487 0.6857 -0.4866
C -4.0073 1.1669 -1.0713 1.5755 0.2852 0.7291
C -3.1765 1.1784 -2.2309 -0.8402 -0.8717 0.2676
C -2.5543 -0.0746 -2.5468 -0.8034 0.3468 0.7752
C -1.4468 0.0159 -3.4530 -0.1686 -0.1927 -1.6444
C -1.4052 1.0257 -4.4341 0.3164 -1.6376 1.0846
C -2.1790 2.1798 -4.2478 -0.7649 0.6019 0.5412
C -2.9471 2.2980 -3.0972 0.1627 0.2344 -0.2755
H -4.0158 -3.1392 2.0678 0.3809 0.9114 -0.0123
H -5.2685 0.9481 1.4058 -0.1001 -0.3846 -0.2647
H -5.4770 -1.1808 2.6949 0.2641 0.1057 -0.2241
H -4.1861 2.1435 -0.6267 -0.9670 0.0028 -0.3401
H -0.7546 0.8772 -5.3111 -0.0184 0.4313 0.6765
H -2.0887 3.0039 -4.9652 -0.1733 -0.3189 0.4119
H -3.3946 3.2587 -2.8434 -0.0580 -0.2591 -0.1204
N -2.8544 -1.2276 -1.8884 2.2179 0.7930 1.5670
Gd -0.2090 1.3478 1.4849 0.7762 0.5220 3.0181
C -1.7352 -2.7092 0.4042 -0.0851 -0.0609 -0.0453
H -1.3399 -2.8472 -0.6095 -0.2582 -0.1906 0.1476
H -1.6266 -3.6246 0.9901 -0.2116 -0.0774 -0.0804
C -0.2662 -0.8740 -3.1660 0.1067 0.1972 -0.1664
H -0.5580 -1.7803 -2.6336 -0.0808 -0.1187 -0.2489
H 0.3854 -1.1011 -4.0179 -0.2102 -0.0240 0.0478
P -0.6332 -1.4105 1.1569 -0.9610 0.0900 -0.3014
P 0.7181 0.0684 -1.9318 -1.0394 -1.2608 -0.4938
C 1.4905 1.4589 -2.7255 0.4653 1.0790 0.0706
H 2.3882 1.7489 -2.1432 -0.4360 -0.1282 -0.3098
H 1.8099 1.1900 -3.7500 -0.2043 -0.0389 0.5112
H 0.8235 2.3331 -2.7802 0.1439 -0.3798 0.0110
C 1.9883 -1.0715 -1.4030 0.7933 -0.4700 0.1262
H 2.7131 -1.1868 -2.2432 -0.4711 0.1485 0.5324
H 2.5418 -0.7249 -0.5123 -0.2326 -0.1895 -0.4752
H 1.5486 -2.0650 -1.1975 0.2002 0.6500 -0.2481
C -1.2319 -1.3412 2.9030 0.1133 -0.1921 0.1172
H -1.1684 -2.3919 3.2283 -0.1261 0.4272 0.4034
H -0.5806 -0.6957 3.5305 -0.1892 -0.5599 -0.2732
H -2.2665 -0.9782 3.0026 0.3800 -0.1465 -0.1967
C 0.9400 -2.2423 1.3667 0.3826 -0.6106 0.3796
H 1.7613 -1.5406 1.4959 0.0036 0.0884 0.1847
H 0.8697 -2.8923 2.2393 0.2669 -0.1572 -0.0458
H 1.1624 -2.8372 0.4856 -0.0330 -0.2333 0.1384
H -1.3373 1.4868 0.2897 -3.4771 0.2686 -4.2151
H -0.3566 0.2875 -0.9746 0.8317 0.4765 -0.1777
N 6.7170 1.2319 1.9031 -0.2190 -0.3169 -1.2616
C 5.6006 0.9353 1.1403 -0.2675 -0.0490 0.7969
O 5.6371 0.5059 -0.0040 0.3531 0.3566 0.4286
C 4.2967 1.1019 1.8639 -1.2251 -0.3053 -2.5139
C 4.1553 1.0761 3.2559 0.3924 0.2826 1.2315
C 2.9115 1.2652 3.8419 -0.8958 0.1778 -0.0984
C 1.7811 1.4488 3.0464 1.9145 -0.1312 1.5230
N 1.9170 1.4143 1.6625 0.9517 -0.0780 -0.7198
C 3.1472 1.2018 1.0804 0.4953 0.4498 1.3572
H 7.5580 1.2799 1.3558 0.2800 -0.0865 0.0161
H 6.7039 1.8224 2.7137 -0.3888 0.0538 0.0513
H 5.0441 0.9574 3.8574 -0.1211 -0.1120 0.2130
H 2.7951 1.2848 4.9224 0.1186 -0.0137 -0.1470
H 0.7947 1.6759 3.5241 1.0235 -0.0700 -0.2548
H 3.1133 1.1818 -0.0149 0.5282 0.1121 0.5692
```
Forces are in eV/Å.

net charge = +1
multiplicity = 8
expectation value of S² = 16.825
orbital gap (spin up / spin down) = 3.794 / 4.867 eV

Mulliken atomic charge list, values in e, 2 entries: C -0.469; C 0.099



No. 4
A 2-piece molecular cluster, C9H19N2O4 overall. Source: the OMol25 dataset; level of theory: ωB97M-V with the def2-TZVPD basis set.

```
34
Properties=species:S:1:pos:R:3:forces:R:3
O 0.6806 3.0282 -0.0039 -0.3178 0.0617 -0.2262
N 1.6454 2.8348 -0.6435 0.5378 -0.1944 0.1903
O 1.9673 1.4734 -0.6753 -0.3947 0.1029 0.3569
C 3.2506 1.2406 0.0644 0.0516 -0.0954 -0.5057
N 3.4828 -0.1385 0.0857 -0.4311 0.1456 -0.0152
C 3.9792 -0.7007 1.3422 0.1536 -0.1744 -0.3284
C 5.5201 -0.7506 1.4024 0.3748 0.1511 0.5264
O 6.0933 -1.0502 0.3328 -0.0702 0.0478 -0.2242
O 6.0190 -0.4977 2.5241 -0.0787 -0.1382 -0.2312
H 3.0846 1.6196 1.0687 0.1030 0.0526 0.1174
H 4.0045 1.8261 -0.4659 0.0548 0.1436 0.0264
H 4.0747 -0.4358 -0.6781 0.2697 -0.1004 0.1431
H 3.6184 -1.7277 1.4167 -0.0688 -0.0725 0.1541
H 3.6197 -0.1313 2.1926 -0.2214 0.0719 0.0317
C -1.2748 -0.5837 1.6733 -0.0268 -0.0830 -0.0529
C -1.0885 -0.6138 0.1595 0.0737 0.0377 0.0453
C -1.7818 0.5410 -0.5596 -0.0195 -0.0085 -0.0599
C -3.3046 0.5819 -0.4162 0.0286 -0.0231 0.0474
C -4.0311 -0.6747 -0.8937 -0.0535 0.0638 -0.0597
C -3.8347 -0.9623 -2.3792 -0.0304 -0.0836 0.0678
H -2.3257 -0.6799 1.9569 -0.0019 0.0182 0.0130
H -0.7314 -1.4031 2.1453 0.0160 0.0155 0.0237
H -0.8946 0.3515 2.0890 -0.0118 0.0177 -0.0006
H -1.4380 -1.5732 -0.2353 -0.0133 0.0054 -0.0096
H -0.0204 -0.5611 -0.0629 -0.0022 0.0033 -0.0143
H -1.5164 0.5043 -1.6202 0.0012 0.0161 -0.0011
H -1.3714 1.4806 -0.1831 0.0214 -0.0017 0.0003
H -3.6834 1.4436 -0.9767 -0.0152 -0.0063 -0.0067
H -3.5682 0.7656 0.6294 0.0083 -0.0004 0.0053
H -5.1005 -0.5539 -0.6956 -0.0027 -0.0266 0.0155
H -3.7094 -1.5396 -0.3076 0.0221 0.0092 0.0134
H -4.1847 -0.1244 -2.9863 0.0347 0.0173 -0.0102
H -4.3945 -1.8497 -2.6803 0.0005 0.0073 -0.0264
H -2.7859 -1.1392 -2.6193 0.0082 0.0193 -0.0056
```
Forces are in eV/Å.

net charge = -1
orbital gap = 6.962 eV

Mulliken atomic charge list, values in e, 2 entries: O -0.266; N 0.075



No. 5
A 13-piece molecular cluster, C5H34NO14 overall. Source: the OMol25 dataset; level of theory: ωB97M-V with the def2-TZVPD basis set.

```
54
Properties=species:S:1:pos:R:3:forces:R:3
O -2.0386 -1.0556 -1.1845 0.3236 -0.1209 0.5843
C -2.2705 -0.1263 -0.4247 0.0435 0.3075 -2.0914
O -3.4376 0.4787 -0.6098 -0.3854 -0.2557 -0.0995
C -1.1741 0.5720 0.3306 -0.8210 0.0849 0.3972
C 0.0735 -0.2865 0.4994 -0.5815 0.2548 2.0073
C 1.1988 0.0226 -0.4136 -0.1412 -1.8607 0.2361
C 2.4631 -0.1443 -0.0785 0.9109 1.3446 -0.5099
N 0.7231 -0.1246 -1.8172 -0.9974 0.0960 1.1307
H -3.6860 1.1666 0.0161 0.4086 0.1233 0.6256
H -1.5847 0.9816 1.2548 0.0782 -0.3259 0.1643
H -1.0290 1.4877 -0.2539 0.3493 -0.0780 -0.1707
H -0.1475 -1.3573 0.5195 -0.3622 0.0288 -1.2369
H 0.3262 -0.3208 1.5625 0.6919 1.0616 -0.0389
H 3.2799 -0.2232 -0.7897 -0.2800 0.0168 -0.2618
H 2.7973 -0.0220 0.9385 -0.3831 -0.3628 0.1668
H 0.7119 0.7683 -2.3042 0.5093 -0.1931 -0.4722
H -0.2589 -0.4335 -1.7708 0.0691 -0.0784 0.1260
H 1.1922 -0.8583 -2.3339 0.4781 0.4148 -0.4775
H 1.8531 3.0435 -3.0632 -0.0674 0.3441 0.4187
H 3.4073 3.2072 -3.0490 -0.0827 0.2385 0.1479
O 2.6553 2.9628 -3.5940 0.4274 -0.4038 -0.5329
H -2.0560 -4.8746 0.1780 -0.1671 -0.0273 0.0051
H -1.2993 -3.9547 -0.8067 -0.2028 -0.2024 0.1958
O -1.1798 -4.6462 -0.1379 0.1917 0.2545 -0.2147
H -1.1154 -1.3846 -3.4321 -0.2676 -0.1681 -0.2414
H -0.4665 -1.4061 -4.8417 -0.0950 -0.0663 0.2244
O -0.2765 -1.4798 -3.8977 0.0826 0.0666 -0.0893
H -2.1849 -2.2232 3.1047 -0.2747 0.0070 -0.6170
H -1.8682 -0.8363 3.2859 0.5444 0.3539 -0.1333
O -2.2869 -1.3889 2.6111 0.0293 -0.3824 0.7570
H 3.3754 -2.6916 2.0238 0.1009 0.5015 0.3230
H 1.9348 -2.5620 1.7249 0.5708 0.7395 -0.0433
O 2.6795 -2.0170 2.0876 -0.4566 -1.2256 0.0615
H 0.8096 -1.3925 3.6091 0.7375 0.0948 0.3040
H 0.2729 -0.8815 5.0191 0.5516 0.0729 -0.1761
O 0.0432 -1.2176 4.1517 -1.1684 -0.3717 -0.0924
H -0.8111 1.7570 3.1737 -0.0566 0.0775 0.0465
H -0.2025 2.3869 4.4231 -0.0079 0.0111 -0.0187
O -0.1022 1.6478 3.8133 0.0279 0.1549 0.0068
H -0.1106 4.1226 -2.5990 -0.1291 -0.0486 0.3037
H 0.1341 3.4141 -1.2082 0.0275 0.6320 -0.1130
O 0.3683 3.4190 -2.1478 -0.0012 -0.6635 -0.1986
H -3.6254 0.0125 2.5225 -0.2839 -0.4224 -0.2823
H -4.6696 0.0508 1.3783 -0.1799 -0.5359 0.1299
O -4.2133 0.5926 2.0196 0.1356 0.9176 0.2079
H 0.3577 -3.8466 0.5354 -0.2237 0.0173 -0.0153
H 1.5400 -3.7807 -0.3927 0.0979 0.2872 0.2938
O 1.1059 -3.2680 0.3080 -0.0562 -0.5911 -0.4318
H 0.0905 4.9759 1.2097 -0.1558 -0.3274 0.0896
H 0.4640 5.5951 -0.0856 0.0514 0.0101 -0.3640
O 0.0642 4.7925 0.2635 0.0749 0.2564 0.3504
H 2.8696 1.1833 -3.5880 -0.0552 0.1150 0.4096
H 2.6010 -0.0684 -4.3246 0.0380 -0.4688 -0.0106
O 2.7028 0.2314 -3.4152 0.3314 0.2953 -0.7806
```
Forces are in eV/Å.

net charge = +1
orbital gap = 10.430 eV

Mulliken atomic charge list, values in e, 2 entries: O -0.657; C 0.651



No. 6
One molecule with the formula C3H5NOS2. Source: the OMol25 dataset; level of theory: ωB97M-V with the def2-TZVPD basis set.

```
12
Properties=species:S:1:pos:R:3:forces:R:3
C 1.7352 -0.0966 0.8789 -0.6803 0.1310 -0.8057
C 1.3351 1.1580 0.4495 0.2190 -2.0162 0.0937
C 0.0369 -1.2562 -0.8136 1.0495 1.1509 1.3447
N -2.0233 -0.5732 -0.1137 -0.8423 2.0043 -1.5679
O -0.7421 -1.0937 0.2093 -0.0533 0.5054 -0.6452
S 1.6966 -1.3747 -0.4361 -0.4426 0.4626 0.7981
S 0.5718 1.6077 -0.9670 -0.4437 -0.1769 -0.7769
H 1.6451 -0.4088 1.9217 0.7095 0.0694 -0.4165
H 1.4719 1.9414 1.1424 0.1901 0.7886 1.0139
H -0.3609 -1.2518 -1.8018 -0.3915 -0.3152 -0.6512
H -1.9359 0.4306 -0.6482 0.5042 -2.8438 2.0189
H -2.4351 -0.4476 0.8133 0.1812 0.2398 -0.4058
```
Forces are in eV/Å.

orbital gap = 6.750 eV

Mulliken atomic charge list, values in e, 2 entries: C -0.440; C -0.235



For reference, relative energy (zero: lowest compared OMol25 entry of this formula, charge and spin) by record: 4.187, 5.509, 6.232, 0.000, 0.000, 4.934 eV.